# 1
Molecular formula: C40H78N8O7S
Method: DFT, ωB97M-V/def2-TZVPD

```
134
Properties=species:S:1:pos:R:3:mulliken_charge:R:1
O -2.917 -1.196 -3.755 -0.606
H -1.033 3.526 -7.670 0.347
O -1.726 3.018 -3.532 -0.618
H -3.286 3.754 0.354 0.317
C -0.989 7.432 6.967 -0.630
H -4.267 -0.356 -5.010 0.252
H 4.207 -3.186 -2.311 0.260
H -1.527 1.879 -1.524 0.309
C -6.171 -1.908 0.308 -0.489
H 8.898 -2.493 -0.705 0.291
H 6.845 -1.843 2.721 0.331
H -5.964 0.291 -0.340 0.190
C 9.227 -2.412 0.334 -0.977
H -0.138 3.142 -1.766 0.197
C 4.479 -2.135 -2.216 -1.010
C -2.241 4.169 0.149 -0.325
N 4.141 -1.628 -0.901 0.471
H -5.664 -3.846 -3.225 0.404
H 0.585 -1.065 -0.531 0.137
H -0.763 1.893 -7.015 0.291
H -1.481 5.341 -5.021 0.288
N 5.486 -6.717 -3.628 0.123
H 10.138 -1.810 0.368 0.307
C -4.606 -1.791 0.796 0.568
H -2.182 0.393 -0.052 -0.086
H -1.673 -2.436 1.096 0.261
C -6.263 -1.973 -4.845 -0.952
H -4.712 -3.295 2.437 0.194
H -4.288 -0.727 0.535 -0.432
C -4.785 -3.201 -3.251 -0.579
H 2.912 -1.627 5.147 0.300
H -6.763 -2.402 1.163 0.293
H -1.418 2.301 1.071 -0.075
N -1.762 9.483 1.025 -0.610
N -0.834 3.449 -5.602 0.117
H -6.284 -1.088 -5.482 0.293
H 5.554 -2.028 -2.372 0.331
N 0.926 -2.072 5.575 0.150
C 3.560 -2.413 0.050 -0.092
C 5.450 -7.513 -4.839 -0.922
H -8.924 -0.976 -0.142 0.285
H -4.579 -2.819 -2.248 -0.147
H 9.429 -3.407 0.733 0.391
H 4.351 -6.877 -1.890 0.276
O -1.284 -1.459 5.624 -0.542
H -2.596 -2.676 3.448 0.173
H 2.315 -0.939 6.676 0.296
H -2.474 7.051 -0.520 0.258
H -2.187 4.560 -0.936 0.164
C -0.610 2.378 -1.061 -0.391
C -1.081 7.906 2.890 0.425
H 7.014 -0.089 1.410 0.511
C -3.235 -1.772 3.141 -0.565
H -0.244 -1.240 1.578 0.299
N 8.193 -1.754 1.109 0.152
C -0.126 -1.293 5.961 0.035
H 0.880 1.307 0.344 0.281
C 7.803 -0.495 0.757 -0.143
H -8.482 0.872 -0.317 0.318
C -1.336 -1.339 1.250 -0.358
H 0.583 3.056 -7.072 0.349
C -2.286 -0.714 2.394 -0.529
C 5.770 -5.383 -3.647 0.109
H -0.098 3.615 0.729 0.460
C -1.561 -0.571 -0.178 0.430
H -3.556 -1.271 4.138 0.264
C -1.050 3.092 0.322 -0.483
H 1.341 1.273 -1.435 0.296
H 5.104 -0.205 0.270 -0.013
H -2.189 -1.241 -0.890 -0.402
C -1.326 5.252 2.592 -0.532
N -0.746 9.172 3.511 -0.474
C -0.368 6.178 5.009 -0.624
O -0.164 7.385 5.774 -0.308
H -6.780 0.079 1.310 0.243
C -0.172 -0.293 -0.951 -0.706
H -1.022 5.421 5.563 0.387
H -1.593 -0.186 3.160 0.305
H -1.194 8.545 7.195 0.224
H 4.453 -7.947 -4.950 0.343
H -6.406 -2.863 -5.463 0.364
C 0.439 1.174 -0.721 -0.450
C -0.494 2.946 -6.917 -0.961
H 5.962 -4.997 -4.661 0.298
C -6.715 -0.372 0.246 -0.271
H 6.079 -7.241 -1.702 0.290
H -6.276 -2.456 -0.696 0.174
C 2.280 -1.810 6.020 -0.906
H 8.391 -2.692 2.954 0.368
H 0.675 5.693 4.852 0.254
H -4.039 -2.556 0.145 0.184
H -1.981 6.877 6.845 0.317
H 0.169 -0.468 6.630 0.321
H 6.191 -8.313 -4.761 0.339
O 3.251 -2.050 1.173 -0.665
N -4.998 -2.082 -4.148 0.187
C 7.605 -2.455 2.233 -0.961
H 5.674 -6.902 -5.715 0.286
C -1.655 8.088 1.432 0.528
H 3.498 0.265 -0.324 0.027
O 5.816 -4.659 -2.668 -0.572
H 7.145 -3.379 1.875 0.318
S -1.138 10.370 2.366 0.148
H 0.126 4.873 -4.426 0.271
C -0.925 6.466 3.508 0.488
H 5.005 -8.421 -2.502 0.376
H 1.613 -3.720 4.473 0.368
H -7.930 -0.285 -1.630 0.188
H -0.087 5.336 -6.136 0.389
C -0.549 4.835 -5.284 -0.941
C -1.870 5.420 1.107 0.541
H -1.589 1.626 -4.996 0.119
H -0.325 -0.459 -2.079 0.304
C 4.429 -0.242 -0.588 -0.531
C 5.213 -7.360 -2.357 -0.925
H -5.510 -1.716 2.930 0.289
C -8.135 -0.221 -0.496 -0.989
C -4.597 -2.141 2.363 -0.834
C -1.416 2.659 -4.652 0.325
H 4.891 0.257 -1.441 0.465
H 2.651 -2.683 6.564 0.334
H 3.939 -1.555 -2.970 0.355
H -3.919 -3.773 -3.593 0.320
C -2.057 6.853 0.531 -0.998
H -2.933 0.141 1.952 0.331
H -0.022 -3.881 5.171 0.306
H 3.385 -3.446 -0.292 0.439
H -7.070 -1.905 -4.110 0.317
H 0.239 -2.830 3.762 0.029
H -1.225 4.177 2.995 0.276
C -4.001 -1.164 -4.309 0.164
C 0.682 -3.195 4.692 -0.672
H -0.383 6.989 7.834 0.228
O 8.253 0.149 -0.173 -0.622
```

Properties
energy relative to the best compared isomer or geometry (same formula, charge and spin): 114.83 kcal per mole
LUMO energy: -0.02023 hartree
total charge: 0
E_tot: -2933.49743 a.u.
max |F|: 5.11 eV/A


# 2
Molecular formula: C40H79BO6P
Method: DFT, ωB97M-V/def2-TZVPD

```
127
Properties=species:S:1:pos:R:3:mulliken_charge:R:1
C 2.255 -2.895 2.771 0.194
H 2.674 3.810 -3.066 0.335
H 3.389 -2.256 0.907 0.380
C 2.679 0.202 3.566 -0.857
C -3.508 -1.246 0.215 -0.018
C -0.955 3.089 0.128 0.565
H -2.256 2.172 -1.519 0.281
O 7.948 0.771 -5.478 -0.308
C -3.541 -1.602 3.360 -0.807
H -0.658 -7.239 -3.233 0.239
C -5.549 5.611 6.603 -0.533
H -5.591 3.978 7.995 0.268
C -4.090 5.457 6.221 -0.493
C 4.126 1.009 -3.198 -0.557
C 10.291 1.010 -5.730 -0.551
C -1.341 -0.313 -2.775 0.681
H 1.262 2.453 3.042 0.571
C -4.673 -1.959 0.965 0.462
H -3.541 -1.760 4.493 0.314
H 9.045 2.053 -4.272 0.289
C -2.133 3.971 0.798 -0.883
B -1.173 -5.561 -2.295 0.888
C -0.764 2.281 4.087 -1.227
H 9.659 0.580 -7.736 0.261
H -3.286 -6.122 -1.176 0.182
C 0.018 1.873 -1.934 0.539
H -6.761 -5.630 -1.341 0.280
H -0.734 -1.768 -1.100 -0.069
O -1.171 -6.426 -3.457 -0.613
H -0.589 4.354 2.488 0.356
H -1.472 -0.182 0.528 -0.056
C -4.819 -4.597 -0.638 0.650
C -5.928 4.196 6.976 -0.547
H -3.139 3.411 0.737 0.272
H 4.283 -1.999 2.497 0.305
O -3.938 4.134 5.692 -0.309
C -5.880 -2.572 0.075 -0.688
H 0.619 -0.539 3.971 0.103
H 10.704 0.448 -4.886 0.271
P -2.400 -4.059 -2.306 0.821
H 3.231 1.208 3.606 0.388
C -1.254 2.710 -1.426 -0.486
H 11.058 1.698 -6.091 0.325
H 10.447 -0.802 -6.957 0.325
H -2.202 5.002 0.307 0.360
H -0.032 -3.608 -3.219 0.274
C -4.726 -2.151 2.514 -0.632
O -0.231 -5.869 -1.226 -0.515
H 8.523 -1.199 -5.544 0.288
H -0.412 -6.773 -0.863 0.211
C 2.674 -0.412 2.062 0.060
H 0.084 3.586 0.242 0.219
H -0.800 1.490 -3.966 0.302
H -3.268 -2.900 -2.403 -0.027
H -4.409 -5.689 -2.568 0.228
H -5.673 3.248 5.042 0.291
H -2.056 -3.680 -0.929 -0.488
C -6.063 -5.640 -0.440 -1.388
H 3.937 0.005 -3.587 0.318
C 2.305 -4.415 2.196 -1.092
H 2.648 3.094 -4.692 0.245
H -3.771 6.190 5.477 0.249
H -1.385 3.721 -1.977 0.388
H -0.383 3.142 4.744 0.306
H -2.317 1.998 2.380 -0.129
H 2.535 -2.944 3.877 0.223
H 5.044 3.586 -2.880 0.330
C -0.609 -1.667 -2.232 0.148
H 0.680 0.458 -3.613 0.218
H -5.712 -6.694 -0.166 0.341
H -3.599 -1.201 -0.923 0.067
H 1.672 -5.140 2.817 0.328
C 5.088 1.797 -4.065 -0.202
H -6.131 5.934 5.733 0.274
H -1.955 -0.574 -3.700 0.560
H 3.403 0.251 1.456 0.155
C -0.995 -2.988 -3.068 -1.413
H 1.658 -0.333 1.550 -0.057
C -3.803 -5.228 -1.708 -1.186
C 9.787 0.051 -6.786 -0.538
C -5.125 3.382 5.980 -0.455
H 0.791 2.649 -2.301 -0.277
C 9.015 1.713 -5.310 -0.425
C 8.435 -0.349 -6.229 -0.494
H -6.660 -5.262 0.480 0.342
H 3.391 -4.794 2.134 0.294
H -7.000 3.998 6.922 0.323
H -4.851 2.398 6.367 0.285
H -4.283 -4.575 0.370 0.152
H -5.612 -2.704 2.972 0.240
H 1.181 -2.514 2.605 -0.063
H 1.153 0.692 5.250 0.368
C -1.704 4.142 2.364 -0.594
H 6.134 1.621 -3.810 0.149
H 7.719 -0.606 -7.012 0.272
H -1.323 -2.646 -4.112 0.331
C -2.334 -0.700 1.056 0.562
H -5.706 6.335 7.405 0.331
C -0.278 0.859 -3.144 -1.076
H -2.798 -4.392 -3.685 -0.388
H -1.502 -0.532 3.200 0.231
H 4.925 3.912 -4.617 0.341
C 3.265 -1.906 1.987 -0.904
C 0.470 1.646 3.280 0.743
H -3.440 5.544 7.099 0.291
H 0.472 1.266 -1.066 -0.235
H 0.115 1.155 2.313 -0.727
H 3.173 -0.589 4.235 0.316
H -2.892 2.883 3.885 -0.378
H 8.807 2.575 -5.954 0.278
H -6.411 -1.647 -0.375 0.264
H 4.944 1.533 -5.118 0.147
H 0.521 -1.484 -2.421 0.184
H -0.910 2.113 0.722 -0.718
C 4.633 3.219 -3.826 -0.658
H 1.895 -4.411 1.115 0.208
H -2.390 4.928 2.828 0.228
C -2.390 -0.912 2.601 -0.212
H -1.164 1.484 4.826 0.342
O -5.416 -3.344 -1.044 -0.297
H 4.497 0.922 -2.171 0.238
H -6.671 -3.096 0.718 0.261
O 2.898 1.750 -3.160 -0.216
C 3.130 3.054 -3.709 -0.495
C 1.192 0.456 4.128 -0.338
H -1.955 0.084 -1.899 -0.823
C -1.991 2.753 3.172 0.789
```

Properties
LUMO energy: 0.07514 hartree
total charge: -1
E_tot: -2388.76751 a.u.
max |F|: 4.49 eV/A


Number 1: highest occupied orbital energy -7.85 eV. Number 2: highest occupied orbital energy -2.74 eV.